(1)
Entry from the Open Molecules 2025 dataset: a structure of composition C31H48N2O2PPtS (ωB97M-V/def2-TZVPD).

ΔE to the lowest compared entry with this formula, charge and spin = 0.0 kJ/mol
Energy = -2328.71115 hartree
M = 738.86 g/mol
<S²> = 2.01
HOMO-LUMO gap (alpha / beta) = 8.273 / 6.862 eV

ORCA input file:
```
! RIJCOSX wB97M-V def2-TZVPD def2/J DEFGRID3
* xyz 1 3
Pt 1.100 0.784 -0.419
S 3.571 -1.334 0.078
P -0.693 -0.574 -0.674
O 2.051 0.839 1.437
O 2.609 -0.834 -1.000
N 0.801 2.879 -0.204
N 0.863 4.805 0.807
C 0.758 5.077 -0.537
C -0.582 -2.093 0.354
C 4.793 -0.015 0.375
C -0.015 -0.843 -4.778
C -2.226 0.339 -0.262
C -2.505 -2.621 1.931
C 0.460 2.891 4.655
C 0.721 3.873 -1.156
C -0.932 -2.051 -5.029
C -2.129 1.032 1.103
C -0.326 -0.152 -3.442
C -0.092 -3.051 2.611
C -2.533 1.406 -1.330
C -0.753 -1.192 -2.401
C 1.545 0.956 3.720
C 1.515 1.524 2.436
C -1.922 -2.849 0.541
C 0.128 -1.851 1.698
C -2.271 -1.853 -4.333
C 0.943 2.808 2.282
C -3.458 2.508 -0.784
C -2.080 -1.872 -2.811
C 0.885 3.467 0.983
C 4.757 -2.359 -0.825
C -1.567 -3.158 3.022
C 1.033 1.631 4.808
C 6.123 -0.441 -0.246
C 6.126 -1.968 -0.288
C -4.357 1.971 0.322
C 0.418 3.463 3.401
C -3.514 1.537 1.529
H 0.087 -2.721 -0.247
H -2.646 -2.571 -0.226
H 0.041 3.411 5.505
H -1.734 -2.603 3.948
H -1.118 0.587 -3.572
H -0.245 -0.950 2.192
H -2.683 -1.552 2.077
H 0.222 -3.957 2.083
H -2.988 -2.622 -4.620
H 4.351 0.881 -0.059
H -2.982 0.933 -2.206
H -2.071 -2.906 -2.459
H 4.491 -3.406 -0.696
H -1.428 1.866 1.005
H -2.934 -1.388 -2.328
H 1.031 -1.159 -4.789
H -0.128 -0.116 -5.584
H -1.743 -3.919 0.401
H -4.050 2.924 -1.601
H 1.986 -0.026 3.825
H -4.037 0.754 2.085
H -0.059 4.429 3.278
H 0.544 -2.978 3.495
H -3.482 -3.100 2.007
H -1.065 -2.205 -6.100
H -4.929 1.123 -0.065
H -1.716 0.382 1.873
H 0.726 6.080 -0.919
H 0.558 0.396 -3.095
H 1.189 -1.669 1.520
H 0.637 3.648 -2.205
H -1.811 -4.199 3.241
H 6.916 -2.368 -0.923
H 1.068 1.170 5.786
H 0.947 5.484 1.545
H -3.045 -0.389 -0.224
H -5.093 2.717 0.623
H 4.840 0.126 1.453
H -0.467 -2.965 -4.647
H 6.205 -0.044 -1.259
H -3.387 2.373 2.220
H 6.960 -0.047 0.329
H 0.041 -1.949 -2.381
H 6.276 -2.378 0.713
H 4.635 -2.075 -1.872
H -2.704 -0.898 -4.645
H -1.594 1.861 -1.663
H -2.857 3.333 -0.391
*
```

These are the Löwdin partial charges, in e, on atoms 1 to 4: 1.06, 0.98, 0.95, -0.28

---

(2)
Entry from the Open Molecules 2025 dataset: a structure of composition C31H48N2O6P2Y at a distorted geometry (ωB97M-V/def2-TZVPD).

ΔE to the lowest compared entry with this formula, charge and spin = 0.0 kJ/mol
Energy = -2491.66081 hartree
M = 695.59 g/mol
HOMO-LUMO gap = 5.787 eV

ORCA input file:
```
! RIJCOSX wB97M-V def2-TZVPD def2/J DEFGRID3
* xyz 1 1
Y -0.277 0.898 -0.138
P -2.576 -1.484 0.420
P 1.403 1.720 2.065
O 3.324 -7.336 2.562
O 0.345 -1.753 2.554
O 3.880 -3.541 -2.438
O 1.971 -6.132 3.818
O 4.517 -5.558 -1.809
O 0.563 -1.064 0.421
N 3.894 -4.487 -1.617
N 2.631 -6.318 2.766
C -0.549 -0.035 -2.820
C 3.157 -4.355 -0.375
C 3.052 -0.169 -1.751
C 1.153 1.452 -2.233
C 2.358 -3.213 -0.109
C -2.166 1.720 1.025
C 2.574 -5.293 1.757
C -0.892 4.210 -0.609
C -2.465 1.802 -0.332
C -1.767 4.158 1.737
C -4.318 -1.330 -0.122
C -2.781 -1.835 2.208
C 0.791 -1.904 1.412
C -2.271 4.252 -1.182
C 1.644 0.126 -2.106
C 3.261 -5.413 0.539
C -1.810 -0.609 -3.358
C -2.160 -3.154 -0.201
C 2.571 0.579 2.884
C -0.852 2.414 -3.547
C -0.668 4.135 0.709
C 0.618 -0.781 -2.519
C -2.522 2.830 1.986
C 1.792 -4.153 2.025
C -3.158 3.012 -0.899
C -0.195 1.365 -2.755
C 2.537 3.143 1.843
C 0.408 2.195 3.527
C 0.741 -2.235 -2.730
C 1.909 2.692 -1.911
C 1.659 -3.102 1.099
H 3.365 0.331 2.167
H -2.907 -3.867 0.185
H -1.780 -1.957 2.648
H -2.790 5.159 -0.823
H -1.330 4.487 2.685
H -3.613 3.022 1.989
H 2.271 3.180 -2.829
H -3.288 -0.993 2.699
H -3.982 3.334 -0.241
H -2.500 4.940 1.484
H 0.419 -2.788 -1.833
H -1.735 -0.781 -4.447
H -0.284 3.005 3.276
H 2.049 -0.338 3.185
H -2.114 0.718 1.516
H -3.625 2.720 -1.848
H -0.175 1.314 3.832
H -2.642 0.861 -0.902
H -2.184 4.398 -2.262
H -0.531 2.354 -4.607
H -2.676 0.046 -3.186
H -2.296 2.480 3.004
H -0.568 3.409 -3.192
H 3.272 -1.242 -1.773
H 1.294 -4.071 2.985
H 1.782 -2.527 -2.935
H 2.777 2.482 -1.266
H 2.710 3.641 2.809
H 3.000 1.077 3.768
H 3.735 0.321 -2.469
H 0.097 -2.578 -3.552
H -4.352 -1.288 -1.218
H -3.369 -2.757 2.332
H -0.096 4.527 -1.290
H 3.841 -6.308 0.318
H 2.127 3.865 1.124
H -4.909 -2.183 0.238
H 3.287 0.220 -0.742
H -1.945 2.315 -3.533
H 0.334 4.322 1.109
H 1.288 3.430 -1.380
H -1.160 -3.441 0.158
H -4.736 -0.393 0.269
H -2.047 -1.579 -2.889
H 1.065 2.508 4.351
H -2.158 -3.157 -1.301
H 2.270 -2.431 -0.839
H 3.482 2.762 1.431
*
```

These are the Löwdin partial charges, in e, on atoms 1 to 4: 1.40, 0.80, 0.80, 0.09

---

(3)
Entry from the Open Molecules 2025 dataset: a cluster of 8 separate species, C31H48O24 in total at a distorted geometry (ωB97M-V/def2-TZVPD).

ΔE to the lowest compared entry with this formula, charge and spin = 112.7 kJ/mol
Energy = -3015.68284 hartree
M = 804.70 g/mol
SMILES = C[C@H]1COC(=O)O1.C[C@H]1COC(=O)O1.C[C@H]1COC(=O)O1.C[C@H]1COC(=O)O1.C[C@H]1COC(=O)O1.C[C@H]1COC(=O)O1.C[C@H]1COC(=O)O1.COC(=O)OC
HOMO-LUMO gap = 10.333 eV

ORCA input file:
```
! RIJCOSX wB97M-V def2-TZVPD def2/J DEFGRID3
* xyz 0 1
O -12.768 14.415 5.399
O -8.670 18.801 6.593
O -7.313 10.365 10.816
O -11.593 14.384 3.501
O -9.179 15.051 14.319
O -10.550 16.549 10.271
O -7.488 19.767 4.947
O -8.606 17.566 10.113
O -7.700 16.774 14.467
O -10.855 15.449 5.203
O -11.292 12.267 9.773
O -3.599 17.406 10.984
O -3.921 17.385 8.762
O -4.357 13.209 5.378
O -7.432 15.114 12.932
O -5.578 14.856 4.401
O -5.820 14.522 6.507
O -7.281 11.052 8.729
O -12.993 10.789 9.906
O -6.762 12.501 10.280
O -8.995 15.629 8.739
O -4.618 15.729 9.970
O -9.125 18.397 4.477
O -13.286 12.919 9.780
C -3.971 16.873 9.809
C -8.560 18.785 3.237
C -7.115 11.207 9.988
C -8.437 19.010 5.379
C -9.262 13.831 13.546
C -11.550 15.637 9.845
C -10.676 13.814 12.939
C -14.625 12.422 9.642
C -5.129 17.137 12.961
C -11.311 15.907 6.467
C -7.214 19.509 3.609
C -7.286 12.307 8.107
C -4.027 16.599 12.049
C -14.406 10.899 9.871
C -8.096 13.890 12.488
C -12.497 12.022 9.797
C -11.605 17.388 6.669
C -9.417 16.679 9.582
C -12.639 15.035 6.631
C -7.963 14.997 3.991
C -4.604 15.381 11.327
C -6.722 15.617 6.220
C -6.712 15.685 4.710
C -5.199 14.098 5.412
C -11.777 14.702 4.641
C -9.475 19.588 2.392
C -7.298 17.607 9.699
C -8.726 12.830 7.791
C -8.066 15.683 13.918
C -6.546 13.233 9.110
C -15.215 12.665 8.317
H -13.445 15.703 6.923
H -11.093 18.002 6.020
H -4.820 18.096 13.413
H -7.393 13.052 12.382
H -6.712 18.222 10.371
H -7.715 14.832 2.952
H -9.215 19.630 1.314
H -12.693 17.617 6.710
H -3.980 14.527 11.553
H -8.087 14.056 4.398
H -15.094 13.671 8.032
H -10.348 19.101 2.302
H -6.998 20.481 3.166
H -5.511 13.260 8.875
H -10.625 15.505 7.117
H -12.231 15.426 10.720
H -7.289 18.048 8.693
H -11.270 17.659 7.724
H -6.938 16.612 9.557
H -6.806 14.278 9.150
H -15.011 10.461 10.610
H -8.836 13.687 7.084
H -8.286 17.905 2.635
H -11.325 14.651 13.281
H -14.814 10.223 9.074
H -6.415 16.672 6.480
H -10.683 13.860 11.834
H -8.797 15.599 4.173
H -9.239 12.996 8.695
H -15.230 12.703 10.462
H -9.261 12.027 7.447
H -16.305 12.572 8.438
H -6.631 12.224 7.234
H -5.920 17.429 12.229
H -11.119 14.689 9.539
H -12.216 16.049 9.130
H -12.553 14.343 7.414
H -3.148 16.212 12.559
H -8.589 14.148 11.554
H -6.270 19.032 3.580
H -5.670 14.992 11.485
H -7.808 15.478 6.350
H -5.425 16.428 13.725
H -11.074 12.862 13.189
H -6.468 16.663 4.300
H -14.860 12.104 7.483
H -9.610 20.613 2.814
H -9.010 12.913 14.006
*
```

These are the Löwdin partial charges, in e, on atoms 1 to 4: 0.14, 0.09, 0.15, 0.15

---

(4)
Entry from the Open Molecules 2025 dataset: a structure of composition C31H48O3P2Re at a distorted geometry (ωB97M-V/def2-TZVPD).

ΔE to the lowest compared entry with this formula, charge and spin = 0.0 kJ/mol
Energy = -2195.95515 hartree
M = 716.88 g/mol
<S²> = 3.80
HOMO-LUMO gap (alpha / beta) = 6.437 / 5.016 eV

ORCA input file:
```
! RIJCOSX wB97M-V def2-TZVPD def2/J DEFGRID3
* xyz 2 4
Re 0.404 -0.369 -2.753
P 0.262 -0.790 1.352
P -2.427 0.329 1.316
O 0.542 -0.423 2.964
O -0.488 0.980 5.039
O 2.771 -1.013 3.098
C -3.042 0.850 2.986
C 1.943 0.263 7.699
C -1.289 -1.114 -4.874
C 2.964 -0.370 6.987
C 1.547 1.601 -0.506
C 1.612 -1.826 0.693
C -1.273 -0.197 -3.681
C 1.576 1.481 -1.956
C -0.988 -2.095 1.465
C 1.991 -1.096 -4.131
C 1.652 -0.179 4.989
C -4.040 0.508 0.426
C 0.610 0.488 5.687
C 2.737 1.398 0.349
C 0.859 -2.086 -3.780
C 2.813 -0.584 5.633
C -2.393 -1.490 1.671
C 0.781 0.678 7.063
C -1.482 -0.750 -2.332
C 0.490 -2.256 -2.284
C 0.070 2.714 -3.721
C 0.031 2.630 1.288
C 1.735 -0.573 3.601
C -0.237 -2.222 -4.843
C -0.488 2.370 -1.242
C -1.782 3.097 -1.236
C 0.257 2.006 -2.423
C -1.986 -2.186 -2.189
C 0.325 2.170 -0.101
C 2.864 1.714 -2.679
C -0.776 -3.114 -2.125
H 3.503 2.136 0.073
H 2.506 1.567 1.405
H -1.974 -0.067 -1.647
H -2.406 2.823 -2.096
H 2.416 -1.919 1.438
H 3.574 -1.076 5.044
H -1.645 4.194 -1.247
H 1.317 -2.697 -1.745
H -1.733 0.765 -3.840
H -0.723 -3.609 -1.150
H 2.076 0.421 8.771
H -3.155 -2.001 1.050
H -4.728 -0.258 0.816
H 0.289 -2.231 -5.799
H 1.439 -3.016 -3.862
H -1.063 1.397 5.712
H -2.672 -2.499 -2.990
H 0.347 3.772 -3.627
H -0.837 -3.931 -2.853
H -0.950 -2.754 0.566
H -0.980 3.034 1.368
H -2.210 0.776 3.708
H -0.010 1.160 7.642
H -3.902 0.385 -0.659
H 2.125 -1.106 -5.212
H -1.118 -0.490 -5.771
H 3.583 0.912 -2.470
H 2.078 -1.449 -0.237
H 0.128 1.801 1.999
H -0.711 -3.192 -4.695
H -2.292 -1.547 -4.991
H 1.213 -2.853 0.511
H -4.425 1.520 0.627
H -0.631 -2.704 2.315
H -2.606 -1.619 2.748
H 1.795 0.018 -3.913
H -2.568 -2.244 -1.262
H 2.738 1.778 -3.764
H -2.358 2.860 -0.332
H -3.398 1.890 2.891
H 3.292 2.661 -2.325
H -3.865 0.160 3.236
H 0.667 2.278 -4.525
H 3.872 -0.709 7.453
H 0.743 3.408 1.609
H -0.971 2.689 -4.049
H 2.913 -1.365 -3.612
H 3.168 0.392 0.243
*
```

These are the Löwdin partial charges, in e, on atoms 1 to 4: 1.52, 1.05, 0.93, -0.18

---

(5)
Entry from the Open Molecules 2025 dataset: a structure of composition C31H48O3P2Tc at a distorted geometry (ωB97M-V/def2-TZVPD).

ΔE to the lowest compared entry with this formula, charge and spin = 128.3 kJ/mol
Energy = -2198.55298 hartree
M = 628.67 g/mol
<S²> = 3.98
HOMO-LUMO gap (alpha / beta) = 6.331 / 4.386 eV

ORCA input file:
```
! RIJCOSX wB97M-V def2-TZVPD def2/J DEFGRID3
* xyz 2 4
Tc -1.063 -0.109 0.327
P 1.193 -4.991 -2.458
P 2.416 -2.529 -3.413
O 0.514 3.395 2.740
O 1.972 4.986 2.028
O -1.026 4.094 4.737
C -2.966 -0.935 0.934
C -0.130 7.510 5.738
C -1.099 -0.477 -1.828
C 0.777 1.025 0.433
C -0.781 6.278 5.718
C 2.858 -4.000 -4.479
C -1.686 -2.315 2.757
C 0.931 7.749 4.844
C -0.050 -1.240 -1.228
C -0.080 -5.391 -3.749
C -2.322 1.205 1.603
C -0.095 1.871 -1.877
C -1.737 0.266 2.516
C 4.094 -2.259 -2.679
C -2.107 -1.054 2.092
C -3.601 -2.056 0.198
C -0.938 0.608 3.716
C 1.076 4.519 2.772
C 1.411 -0.822 -1.226
C -3.129 0.472 0.657
C -0.401 5.294 4.768
C 1.411 -6.683 -1.750
C 0.654 5.517 3.861
C 1.313 6.758 3.942
C -0.156 1.733 -0.371
C 2.350 -1.259 -4.730
C -0.805 0.760 -2.656
C -4.092 1.096 -0.291
C -2.275 2.684 1.716
C 1.878 0.182 -0.150
C 2.695 -5.224 -3.586
H 3.355 -1.070 -5.135
H 2.140 6.925 3.253
H 0.519 -6.969 -1.186
H -2.949 -2.934 0.219
H -0.697 -2.183 3.203
H 4.841 -2.147 -3.478
H -2.928 3.049 2.518
H -1.566 6.045 6.442
H -0.215 0.499 -3.550
H 1.601 -7.422 -2.536
H -0.343 -4.478 -4.297
H 1.453 8.709 4.858
H -1.608 0.685 4.585
H -2.370 -2.610 3.562
H -0.979 -5.767 -3.242
H -1.981 -1.016 -2.187
H -3.635 1.941 -0.813
H -1.654 -3.134 2.034
H 4.063 -1.346 -2.069
H 2.673 0.827 -0.555
H 4.364 -3.107 -2.032
H -2.584 3.164 0.781
H -0.528 2.639 0.105
H -0.178 -2.328 -1.222
H 2.360 -0.358 0.679
H -3.764 -1.774 -0.844
H -0.432 1.574 3.598
H 0.285 -6.152 -4.454
H 0.950 1.960 -2.201
H 1.703 -0.422 -2.211
H 2.589 -6.152 -4.167
H 1.686 -1.639 -5.521
H 1.013 1.511 1.387
H -0.197 -0.173 3.922
H -1.759 1.167 -3.025
H -1.261 3.032 1.980
H 1.927 -0.335 -4.313
H 3.881 -3.886 -4.869
H -4.424 0.371 -1.037
H 2.270 -6.660 -1.070
H -4.965 1.482 0.255
H -0.435 8.279 6.445
H 1.989 -1.744 -1.045
H -1.793 4.148 5.337
H 2.166 -4.029 -5.334
H -0.583 2.829 -2.115
H -4.566 -2.338 0.637
H 3.561 -5.323 -2.912
*
```

These are the Löwdin partial charges, in e, on atoms 1 to 4: 1.42, 0.92, 0.94, -0.06